Entry 1:
11 unconnected molecules or ions with the total composition C57H61N11O19. Source: the Open Molecules 2025 dataset; level of theory: ωB97M-V/def2-TZVPD.

```
148
Properties=species:S:1:pos:R:3:mulliken_charge:R:1
O -2.8818 -3.6100 -4.3691 -0.597
N -1.9902 -4.2895 -4.7455 1.034
O -1.3695 -4.1646 -5.8024 -0.593
C -1.6750 -5.3792 -3.7504 0.582
C -2.7287 -5.9276 -2.9831 -0.693
C -2.3034 -6.8873 -2.0711 -0.443
C -0.9826 -7.2999 -2.0212 -0.430
C 0.0551 -6.8339 -2.8950 -0.818
C -0.3526 -5.8467 -3.7545 -0.563
H -3.7443 -5.6640 -3.1656 0.503
H -3.0189 -7.3534 -1.4023 0.462
H -0.7643 -8.1106 -1.3290 0.361
H 1.0382 -7.2073 -2.8970 0.603
H 0.3697 -5.3179 -4.3247 0.587
O -3.0559 -0.3686 3.2907 -0.444
N -3.6113 -1.0370 4.1188 1.256
O -3.9902 -0.6495 5.1850 -0.665
C -3.9958 -2.4825 3.8174 -0.543
C -4.7695 -3.2213 4.6610 -0.417
C -4.9557 -4.5951 4.3028 -0.609
C -4.3494 -5.0560 3.1589 -0.546
C -3.6312 -4.2916 2.2313 -0.662
C -3.4601 -2.9558 2.5998 0.777
H -5.1713 -2.7875 5.6220 0.381
H -5.5760 -5.2267 5.0134 0.307
H -4.3506 -6.0705 2.9509 0.458
H -3.1898 -4.8427 1.4701 0.711
H -3.0047 -2.2667 1.9570 0.115
O 5.9029 -1.6155 0.4898 -0.632
N 5.7312 -2.2147 -0.5255 1.109
O 6.3613 -2.0035 -1.5396 -0.687
C 4.6791 -3.1885 -0.5914 0.324
C 3.7907 -3.3245 0.4865 -0.019
C 2.7654 -4.2929 0.3215 -0.541
C 2.7487 -5.0243 -0.8058 -0.401
C 3.6940 -4.9638 -1.7552 -0.424
C 4.7277 -4.0511 -1.6966 -0.720
H 3.8389 -2.7216 1.3868 0.092
H 2.0211 -4.5339 1.0871 0.479
H 1.9836 -5.7402 -0.9336 0.435
H 3.5865 -5.4743 -2.6999 0.255
H 5.3716 -3.9404 -2.5324 0.577
O 1.0299 5.0449 2.7670 -0.601
N -0.1184 5.2506 3.1445 1.040
O -0.6870 6.3429 3.1248 -0.628
C -0.9201 4.0922 3.7507 0.140
C -0.2804 2.8823 3.6135 0.473
C -0.8007 1.8511 4.3539 0.020
C -1.9118 2.0322 5.1527 -1.108
C -2.6001 3.2617 5.1798 -0.354
C -2.0105 4.3314 4.5727 -0.900
H 0.5949 2.8345 2.9831 -0.185
H -0.4166 0.9034 4.2176 0.788
H -2.4383 1.1811 5.5288 0.414
H -3.6020 3.3216 5.6837 0.356
H -2.2747 5.3822 4.6719 0.473
O 1.4568 -1.0282 4.2755 -0.617
N 2.5663 -1.2023 3.8558 1.110
O 3.0222 -2.2635 3.4423 -0.690
C 3.4492 0.0236 3.6823 -0.491
C 4.5957 -0.1758 2.9345 0.082
C 5.4287 0.9664 2.7123 -0.861
C 4.8751 2.2243 3.0469 -0.075
C 3.7447 2.4126 3.8015 -0.867
C 2.9887 1.2895 4.0554 -0.262
H 4.7587 -1.1804 2.5425 0.589
H 6.3354 0.9287 2.0793 0.412
H 5.3079 3.1151 2.6253 0.410
H 3.3421 3.3589 4.0208 0.475
H 2.0465 1.2515 4.5338 0.762
O -3.2774 1.3761 -0.1874 -0.796
N -2.3425 0.9747 0.4662 1.331
O -1.7300 1.6927 1.2152 -0.344
C -1.9504 -0.4618 0.2988 -0.693
C -0.7594 -0.8892 0.8445 1.175
C -0.4127 -2.2232 0.6523 -1.345
C -1.2284 -2.9594 -0.2123 -0.622
C -2.2836 -2.5060 -0.9300 -0.918
C -2.7148 -1.2048 -0.5643 -0.563
H -0.2069 -0.3120 1.5015 0.339
H 0.4339 -2.6475 1.1113 0.530
H -0.8219 -3.9099 -0.4973 0.562
H -2.8098 -3.1086 -1.6382 0.538
H -3.6094 -0.7303 -0.9323 0.557
O -6.6675 0.4558 2.9040 -0.585
N -7.3250 1.3794 3.3447 1.051
O -8.4412 1.3234 3.7780 -0.604
C -6.7330 2.7555 3.2493 0.119
C -7.2602 3.7985 3.8725 -0.450
C -6.8325 5.0980 3.6434 -0.442
C -5.7478 5.2783 2.7783 -0.590
C -5.1789 4.1706 2.1648 -0.273
C -5.7205 2.9034 2.3108 -0.186
H -8.1384 3.7172 4.5094 0.429
H -7.4059 5.8870 4.0721 0.440
H -5.1966 6.2721 2.7004 0.325
H -4.3510 4.2556 1.4837 0.447
H -5.5337 2.0808 1.5938 0.322
O 1.9332 0.8477 1.2202 0.066
N 2.7514 0.8766 0.3468 1.111
O 3.0622 -0.1266 -0.2791 -0.506
C 3.2975 2.1680 -0.0385 0.416
C 2.8729 3.3464 0.6059 0.172
C 3.3926 4.5377 0.1814 -0.851
C 4.4094 4.5377 -0.7667 -0.997
C 4.8964 3.3279 -1.3273 -0.572
C 4.3359 2.1241 -0.9928 -0.630
H 2.1772 3.3803 1.4131 0.123
H 2.9876 5.4268 0.6713 0.504
H 4.7124 5.5295 -0.9834 0.468
H 5.8154 3.2427 -1.9220 0.449
H 4.7959 1.2272 -1.4269 0.338
C -0.0226 2.1774 -1.7141 -0.582
N 0.7051 1.3626 -2.6228 0.590
C 0.5192 -0.0697 -2.6376 0.106
C 1.6754 1.8551 -3.4336 -0.286
O 2.3744 1.1296 -4.1553 -0.807
H -1.0540 2.3524 -1.9047 0.376
H 0.3426 3.2249 -1.7447 0.352
H 0.1081 1.8977 -0.6630 -0.227
H 0.2791 -0.4557 -3.6254 0.511
H 1.5745 -0.5257 -2.4962 -0.495
H -0.1931 -0.4333 -1.9134 -0.123
H 1.8534 2.9268 -3.3688 0.618
C -1.2267 3.9618 -4.8418 -0.758
N -1.0520 5.2508 -4.3442 0.231
C -2.2258 6.0749 -4.2722 -1.023
C 0.1581 5.9249 -4.4985 0.169
O 0.2475 7.1137 -4.2970 -0.559
H -0.2582 3.5935 -5.1186 0.310
H -2.0229 3.9306 -5.6411 0.290
H -1.6817 3.3225 -4.0621 0.137
H -2.9915 5.5889 -3.6016 0.296
H -2.0704 7.0631 -3.7984 0.300
H -2.7681 6.1604 -5.1796 0.387
H 1.0108 5.2405 -4.8015 0.252
C 4.6223 -0.8961 -4.3828 -0.666
N 4.1845 -2.3458 -4.7006 0.279
C 5.0945 -3.0456 -5.5218 -1.165
C 2.9908 -2.8731 -4.3646 -0.128
O 2.5691 -3.9786 -4.6795 -0.695
H 5.4470 -0.7676 -5.0688 0.506
H 4.8958 -0.9238 -3.3438 0.202
H 3.7866 -0.1921 -4.4856 0.237
H 6.1055 -2.6203 -5.4334 0.446
H 5.2125 -4.1414 -5.2151 0.288
H 4.8787 -3.1446 -6.5448 0.347
H 2.5116 -2.2507 -3.6709 0.566
```

Energy above the lowest of the compared OMol25 structures with the same formula, charge and spin = 0.0 kJ/mol
Structure (SMILES) = O=[N+]([O-])c1ccccc1.O=[N+]([O-])c1ccccc1.O=[N+]([O-])c1ccccc1.O=[N+]([O-])c1ccccc1.O=[N+]([O-])c1ccccc1.O=[N+]([O-])c1ccccc1.O=[N+]([O-])c1ccccc1.O=[N+]([O-])c1ccccc1.CN(C)C=O.CN(C)C=O.CN(C)C=O

---

Entry 2:
A molecular structure, C34H27F2N8NiO4. Source: the Open Molecules 2025 dataset; level of theory: ωB97M-V/def2-TZVPD.

```
76
Properties=species:S:1:pos:R:3:mulliken_charge:R:1
Ni 1.4525 -0.0111 -0.6801 -0.171
F 3.4491 -2.1498 -5.1039 -0.369
C 3.5269 -1.9492 -3.7671 0.343
C 2.5371 -1.2289 -3.1347 -0.359
C 2.6207 -1.0168 -1.7609 0.446
C 3.7116 -1.5690 -1.0597 -0.374
C 4.6840 -2.2759 -1.7520 0.367
F 5.7595 -2.7901 -1.0964 -0.358
C 4.6211 -2.4857 -3.1106 -0.926
C 3.7051 -1.2852 0.3753 0.627
C 4.5383 -1.8381 1.3470 -1.074
C 4.3646 -1.4791 2.6701 -0.390
C 3.3729 -0.5707 3.0072 -1.148
C 2.5757 -0.0683 1.9971 -0.135
N 2.7298 -0.4189 0.7210 0.704
H 1.7184 -0.8236 -3.7124 0.511
H 5.3903 -3.0318 -3.6362 0.491
H 5.3038 -2.5390 1.0566 0.540
H 5.0001 -1.9075 3.4351 0.405
H 3.2069 -0.2597 4.0288 0.454
H 1.7867 0.6439 2.1919 0.559
C -5.8095 -4.3037 -2.3937 -0.879
O -5.7927 -2.9205 -2.1070 -0.445
C -5.5677 -2.5573 -0.8107 0.728
C -5.7101 -3.4181 0.2689 -0.273
C -5.4776 -2.9408 1.5537 -0.528
C -5.0632 -1.6382 1.7679 0.044
C -4.9583 -0.7689 0.6788 -0.201
C -5.2131 -1.2262 -0.5968 -0.627
N -4.9164 -1.2308 3.1378 -0.502
N -3.9885 -0.5044 3.5351 -0.546
C -2.8407 -0.2016 2.7493 -0.194
C -2.4469 1.1187 2.7407 -0.492
C -1.3937 1.5818 1.9551 -1.012
C -0.6355 0.7094 1.1668 -0.337
O 0.3692 1.1155 0.4793 0.276
C -1.0086 -0.6974 1.2083 0.639
N -0.2778 -1.5392 0.4406 -0.114
C -0.4864 -2.8254 0.5211 -0.254
C -1.4217 -3.3909 1.4106 -1.130
C -2.2045 -2.5572 2.1554 -0.494
C -2.0593 -1.1552 2.0355 0.760
H -5.7430 -4.3935 -3.4751 0.249
H -6.7367 -4.7745 -2.0530 0.317
H -4.9586 -4.8120 -1.9329 0.371
H -6.0171 -4.4446 0.1260 0.384
H -5.6092 -3.5889 2.4116 0.428
H -4.6683 0.2623 0.8252 0.414
H -5.1242 -0.5676 -1.4507 0.446
H -3.0223 1.8153 3.3400 0.389
H -1.1317 2.6321 1.9467 0.472
H 0.1122 -3.4568 -0.1295 0.531
H -1.5086 -4.4662 1.4969 0.413
H -2.9302 -2.9612 2.8488 0.569
N 0.3121 0.5267 -2.1340 -0.125
C -0.2747 1.4303 -2.5738 0.872
N -0.9646 2.3618 -3.1513 -0.908
C -0.9369 3.5561 -2.5854 0.672
N -0.9612 4.6251 -2.1320 -0.684
O 3.1626 3.9513 -2.8021 -0.600
C 2.9441 3.1849 -1.7286 0.056
O 3.4794 2.1193 -1.5803 -0.591
C 1.8810 3.7470 -0.7839 1.918
N 1.7618 5.1928 -1.0101 -0.686
C 2.6824 5.7953 -0.0412 -0.823
C 2.6325 4.9205 1.2208 -0.721
C 2.2095 3.5297 0.7017 0.120
H 0.9575 3.2495 -1.0830 -1.033
H 0.8047 5.4839 -0.8540 0.428
H 2.5805 4.7344 -2.6761 0.433
H 2.4314 6.8418 0.1301 0.466
H 3.6884 5.7641 -0.4716 0.265
H 1.8922 5.3088 1.9232 0.308
H 3.5929 4.9013 1.7373 0.321
H 1.3243 3.1630 1.2177 -0.458
H 2.9859 2.7728 0.8096 0.226
```

Energy above the lowest of the compared OMol25 structures with the same formula, charge and spin = 50.9 kJ/mol
Net charge = -1

---

Entry 3:
2 unconnected molecules or ions with the total composition C4H8NS. Source: the Open Molecules 2025 dataset; level of theory: ωB97M-V/def2-TZVPD.

```
14
Properties=species:S:1:pos:R:3:mulliken_charge:R:1
C 0.7488 2.2599 -0.4668 -0.190
C 1.9060 1.6761 -0.2815 -0.050
C -1.8569 -1.5636 0.8936 -0.799
C 0.1910 -0.8404 -0.8585 -0.330
N 0.8168 0.9516 0.1933 -0.366
S -1.4437 -0.9894 -0.8949 0.090
H 0.1326 3.1307 -0.5269 0.348
H 2.9628 1.4956 -0.2230 0.376
H -1.8857 -0.7476 1.5452 0.284
H -1.0226 -2.2103 0.9230 0.308
H -2.7860 -2.0696 0.7448 0.366
H 0.5324 -0.4963 -1.8659 0.279
H 1.0916 -1.3194 -0.4046 0.410
H 0.6128 0.7228 1.2223 0.274
```

Energy above the lowest of the compared OMol25 structures with the same formula, charge and spin = 440.2 kJ/mol
Net charge = +1

---

- Which of these has the highest energy above the lowest of the compared OMol25 structures with the same formula, charge and spin?
  C4H8NS